This record from OMol25 describes a gas-phase ion, C25H34BF11N3O9 (charge +1) in a non-equilibrium geometry. The level of theory is the ωB97M-V functional and the def2-TZVPD basis.

ORCA input file:
```
! wB97M-V def2-TZVPD RIJCOSX def2/J DEFGRID3
* xyz 1 1
C -7.28 -2.82 0.01
C -6.25 -2.02 0.88
O -4.94 -2.64 0.99
C -4.20 -2.47 -0.16
O -4.56 -1.85 -1.14
C -2.82 -3.20 -0.18
C -1.57 -2.21 -0.17
C -1.23 -1.60 -1.59
C -0.46 -0.21 -1.56
B -0.58 0.41 -3.06
O -1.16 -0.39 -4.11
N -0.08 1.73 -3.50
C 0.79 1.47 -4.67
C -1.18 2.70 -3.79
C -1.17 0.90 -0.64
C -2.74 0.92 -0.73
C -3.48 0.73 0.67
O -3.26 1.85 1.55
O -0.63 0.94 0.71
C 0.66 1.59 0.55
C 1.34 1.50 2.01
C 0.24 1.61 3.16
C 0.89 2.25 4.47
C 2.32 1.70 4.80
F 2.45 0.34 4.56
F 3.34 2.38 4.12
C 2.62 1.97 6.36
F 3.97 2.29 6.46
F 1.93 3.06 6.82
F 2.46 0.85 7.11
C 1.61 0.80 -0.49
N 2.23 1.64 -1.53
C 3.02 2.43 -0.96
O 3.85 3.17 -0.69
N 0.91 -0.44 -1.01
C 1.81 -1.38 -1.72
O 1.72 -1.80 -2.82
C 3.05 -2.01 -0.90
F 2.87 -1.99 0.47
F 3.02 -3.36 -1.25
C 4.47 -1.47 -1.38
F 4.92 -2.37 -2.34
F 4.43 -0.25 -2.00
C 5.56 -1.56 -0.22
F 5.30 -0.55 0.70
F 5.55 -2.80 0.38
C 7.04 -1.39 -0.80
O 7.55 -2.38 -1.22
O 7.72 -0.18 -0.77
H -8.31 -2.37 0.10
H -7.03 -2.83 -1.09
H -7.38 -3.88 0.38
H -6.67 -1.99 1.92
H -6.13 -0.95 0.56
H -2.67 -3.89 -1.06
H -2.71 -3.84 0.74
H -1.62 -1.45 0.65
H -0.69 -2.88 0.11
H -0.66 -2.39 -2.15
H -2.22 -1.53 -2.13
H -2.12 -0.25 -4.00
H 1.69 2.15 -4.68
H 1.23 0.43 -4.60
H 0.27 1.54 -5.66
H -1.00 3.16 -4.80
H -2.20 2.24 -3.69
H -1.09 3.54 -3.03
H -0.83 1.88 -1.09
H -3.05 1.97 -1.04
H -3.20 0.24 -1.48
H -3.30 -0.27 1.14
H -4.58 0.75 0.41
H -3.74 1.61 2.37
H 0.58 2.68 0.33
H 1.88 0.54 2.17
H 1.99 2.41 2.08
H -0.63 2.26 2.87
H -0.06 0.56 3.42
H 0.22 1.93 5.32
H 0.91 3.37 4.43
H 2.46 0.42 0.16
H 0.74 -0.95 -0.11
H 7.97 -0.05 0.17
*
```

The total energy comes out at -79933.2423 eV. Its SMILES is CCOC(=O)CCC[C@@]1(B(O)N(C)C)[C@@H](CCO)O[C@@H](CCCC(F)(F)C(F)(F)F)[C@H](N=C=O)[N@@H+]1C(=O)C(F)(F)C(F)(F)C(F)(F)C(=O)O.

Here are the Mulliken charges for atoms 1 to 5, given in e: -1.10, 0.04, -0.34, 0.62, -0.56